184
Properties=species:S:1:pos:R:3:forces:R:3 method="wB97M-V/def2-TZVPD" homo_energy_ev=-9.51 largest_force_ev_per_a=3.53 e_lumo_ev=-0.67 total_energy_ev=-151187.3197 e_above_lowest_kcal_mol=0.00
C 14.591 16.489 18.859 -0.69 0.31 -0.67
O 15.407 17.323 19.674 0.56 -0.31 -0.26
C 16.746 17.136 19.595 -1.59 0.90 1.36
O 17.309 16.370 18.875 0.48 -0.24 -0.33
O 17.250 17.955 20.535 -0.42 -0.46 -1.02
C 18.621 17.717 20.773 0.74 1.15 0.87
H 15.051 16.303 17.867 -0.30 -0.01 0.67
H 13.641 17.044 18.745 0.55 -0.27 -0.16
H 14.339 15.563 19.374 0.33 -0.17 0.00
H 18.985 18.608 21.350 -0.28 -1.10 -0.48
H 19.155 17.649 19.836 0.22 -0.11 -0.15
H 18.685 16.791 21.331 0.44 -0.11 0.16
C 20.562 15.228 16.947 -0.71 -0.37 0.26
O 21.679 15.923 17.470 0.66 1.23 -0.83
C 22.175 16.899 16.644 -2.08 -1.97 0.84
O 21.727 17.165 15.569 -0.31 0.27 -1.08
O 23.124 17.489 17.262 1.28 -0.22 1.61
C 23.637 18.644 16.657 0.36 0.54 -0.07
H 20.400 14.459 17.689 -0.19 -0.40 -0.17
H 20.734 14.824 15.960 0.33 -0.29 -0.21
H 19.643 15.819 16.866 0.30 0.35 0.25
H 24.247 19.076 17.461 -0.22 0.32 -0.52
H 22.768 19.254 16.362 0.77 0.17 -0.08
H 24.273 18.342 15.816 -0.24 0.41 0.01
C 17.022 13.582 17.083 0.06 0.02 -0.05
O 16.852 12.539 16.154 0.75 -1.29 -0.47
C 18.011 11.939 15.797 -1.11 0.21 -0.32
O 19.095 12.088 16.299 -0.57 -0.09 -0.20
O 17.776 11.154 14.748 0.70 -0.17 -0.11
C 16.551 11.173 14.012 -0.37 -0.68 -0.71
H 16.071 14.096 16.991 0.30 0.71 0.32
H 17.925 14.080 16.735 -0.35 0.87 0.59
H 17.167 13.163 18.072 0.06 0.16 0.29
H 15.971 10.267 14.231 0.01 0.41 0.34
H 16.858 11.059 12.979 -0.07 0.05 -0.09
H 15.939 12.075 14.067 0.31 -0.09 0.46
C 20.506 16.760 11.585 0.62 0.10 0.31
O 20.271 15.696 12.495 -0.03 -1.12 0.36
C 21.116 14.641 12.454 -0.15 1.11 1.96
O 22.140 14.571 11.828 -0.88 -0.60 0.13
O 20.670 13.782 13.450 -0.60 2.90 -1.91
C 21.432 12.657 13.565 1.62 -1.58 0.20
H 21.019 17.604 12.064 -0.55 -0.14 0.25
H 19.551 17.001 11.155 -0.26 0.37 -0.19
H 21.202 16.394 10.874 0.41 -0.17 -1.14
H 20.883 11.992 14.208 0.06 -0.29 0.49
H 22.450 12.882 13.930 -0.44 -0.15 0.14
H 21.552 12.193 12.602 0.12 -0.42 -0.51
C 14.706 10.119 9.094 -0.67 0.55 -0.34
O 14.775 11.568 9.201 -0.19 -0.96 0.90
C 14.626 12.058 10.461 0.20 1.53 -2.03
O 14.423 11.451 11.468 -0.01 -0.41 0.34
O 14.736 13.398 10.293 -0.36 -0.22 1.41
C 14.324 14.219 11.474 -0.32 -0.36 -1.73
H 14.588 9.921 8.010 0.32 0.05 0.72
H 13.821 9.736 9.619 0.25 0.17 -0.08
H 15.596 9.674 9.527 0.10 -0.10 -0.12
H 13.282 14.549 11.249 0.80 -0.18 0.38
H 15.004 15.083 11.454 -0.41 -0.61 0.38
H 14.364 13.552 12.330 0.11 0.45 0.28
C 10.511 12.526 14.499 -0.28 0.81 -0.88
O 11.388 13.621 14.847 0.63 -0.37 1.15
C 12.398 13.410 15.713 -1.27 -2.04 1.44
O 13.347 14.097 15.820 1.67 1.80 -0.54
O 12.208 12.350 16.564 -0.38 -0.23 -0.96
C 13.314 11.883 17.407 -0.51 0.15 -0.74
H 10.115 11.931 15.318 0.39 0.20 0.20
H 11.085 11.933 13.782 -0.48 -0.25 0.08
H 9.673 13.062 14.009 0.46 -0.64 0.09
H 13.299 12.459 18.317 0.21 0.38 0.27
H 14.284 11.982 16.884 -0.58 -0.17 0.28
H 13.050 10.846 17.680 0.28 0.48 -0.46
C 21.293 19.371 19.116 0.75 -0.07 1.19
C 20.434 19.547 18.083 -0.75 -0.77 -1.39
C 20.281 20.764 17.455 -0.03 0.56 0.37
C 20.921 21.876 18.026 -0.13 -1.80 -0.25
C 21.812 21.735 19.071 -0.29 -0.59 0.33
C 21.978 20.453 19.602 0.56 1.13 0.51
N 20.691 23.172 17.461 0.81 -0.53 0.14
O 19.956 23.246 16.518 -1.00 0.49 -1.05
O 21.318 24.070 17.953 0.25 1.50 0.30
H 21.467 18.421 19.599 -0.22 -0.21 -0.16
H 19.902 18.683 17.706 -0.06 -0.01 -0.11
H 19.679 20.830 16.557 -0.07 0.32 0.25
H 22.317 22.592 19.489 -0.02 0.00 -0.02
H 22.610 20.339 20.469 0.20 -0.03 0.00
C 18.305 20.346 11.417 -0.08 1.83 -0.33
C 17.422 20.329 12.503 -0.23 -0.52 -0.14
C 16.355 19.455 12.449 0.72 -0.67 -1.95
C 16.201 18.683 11.263 0.75 0.67 0.49
C 17.011 18.745 10.136 1.31 1.79 1.79
C 18.101 19.675 10.230 -1.83 -1.97 1.07
N 15.135 17.689 11.255 1.68 1.53 -1.29
O 14.618 17.464 12.299 -1.61 -1.15 1.75
O 14.892 17.198 10.185 -0.88 -0.99 -0.57
H 19.056 21.138 11.395 0.20 -0.45 0.28
H 17.564 20.984 13.359 0.07 -0.16 -0.16
H 15.652 19.284 13.219 -0.48 0.17 0.76
H 16.861 18.080 9.325 -0.14 -0.30 -0.68
H 18.817 19.740 9.463 0.64 0.21 -1.00
C 15.917 23.291 15.921 -1.20 -0.44 0.03
C 15.220 23.436 14.718 1.53 1.36 -0.25
C 15.662 24.479 13.870 -1.45 -1.72 0.61
C 16.676 25.288 14.303 -0.47 -0.25 -0.17
C 17.322 25.139 15.474 0.38 -1.36 1.80
C 16.937 24.117 16.317 -0.16 -0.08 -0.07
N 17.111 26.316 13.447 0.41 0.99 -2.75
O 17.833 27.197 13.875 -0.26 -0.11 -0.10
O 16.754 26.210 12.262 0.52 0.66 1.02
H 15.599 22.550 16.630 -0.17 -0.50 0.07
H 14.422 22.780 14.438 -0.24 -0.13 -0.11
H 15.207 24.638 12.908 -0.04 0.10 -0.06
H 18.188 25.652 15.751 0.96 1.28 0.06
H 17.383 23.932 17.286 0.29 0.22 -0.29
C 10.496 17.167 14.509 -0.16 0.02 -0.46
C 9.705 18.322 14.442 -1.54 -0.25 0.40
C 10.253 19.578 14.310 2.22 -0.75 0.00
C 11.658 19.613 14.174 -0.73 -1.21 0.13
C 12.480 18.480 14.168 0.14 0.89 0.02
C 11.890 17.237 14.349 -0.46 -0.16 0.47
N 12.318 20.886 14.060 -1.28 0.59 0.47
O 13.336 20.963 13.455 2.36 -0.39 -1.31
O 11.791 21.846 14.568 -0.83 0.70 0.69
H 9.960 16.215 14.624 0.59 0.32 0.06
H 8.584 18.271 14.559 1.39 -0.21 -0.17
H 9.701 20.482 14.348 -0.46 0.58 -0.07
H 13.571 18.654 14.051 -1.03 -0.41 0.10
H 12.509 16.344 14.458 -0.25 0.18 -0.23
C 13.629 19.914 19.853 0.56 0.61 -1.16
C 14.001 20.375 21.091 0.17 1.27 0.32
C 13.661 21.666 21.472 -1.75 0.18 -0.11
C 12.800 22.369 20.633 1.23 0.60 -0.12
C 12.485 21.964 19.351 -0.98 0.62 0.52
C 12.913 20.747 18.959 0.64 -2.20 0.60
N 12.422 23.751 20.989 0.52 -2.26 1.03
O 12.068 24.473 20.111 -0.53 1.47 -0.82
O 12.501 23.990 22.171 -0.17 1.05 0.52
H 14.104 19.033 19.454 -0.40 -0.25 0.19
H 14.654 19.917 21.796 0.38 -1.11 0.00
H 13.895 22.064 22.452 0.19 0.05 -0.18
H 11.809 22.564 18.764 0.20 0.18 -0.25
H 12.673 20.334 18.002 -0.07 0.03 -0.53
C 18.552 10.253 10.255 -0.51 -0.22 -0.34
C 18.800 10.927 11.451 -0.15 -0.41 0.02
C 18.506 12.293 11.571 0.46 -1.46 -0.38
C 18.002 12.905 10.454 0.12 -1.63 -0.73
C 17.742 12.252 9.236 0.47 -0.40 0.35
C 18.015 10.883 9.115 0.00 1.39 2.03
N 17.721 14.288 10.534 0.59 0.92 -2.90
O 17.930 14.928 9.510 -0.09 0.19 0.13
O 17.319 14.760 11.541 -0.81 0.83 2.31
H 18.655 9.171 10.215 0.26 0.17 0.12
H 19.110 10.318 12.315 0.05 0.63 -0.41
H 18.712 12.820 12.478 -0.11 0.31 0.37
H 17.324 12.846 8.444 -0.14 -0.04 -0.20
H 17.674 10.310 8.287 0.14 -0.20 -0.69
C 16.137 23.876 19.472 -0.30 -1.96 0.27
C 17.045 24.641 20.204 -0.58 0.02 -0.81
C 18.103 24.054 20.851 0.62 -0.19 0.55
C 18.210 22.668 20.762 -0.37 0.72 -0.56
C 17.392 21.872 19.970 -0.25 0.72 0.10
C 16.320 22.455 19.327 0.44 2.26 0.62
N 19.278 22.030 21.469 0.34 -0.93 -0.11
O 20.032 22.717 22.101 0.79 0.65 0.70
O 19.380 20.819 21.379 0.01 -0.26 0.08
H 15.205 24.277 19.081 0.39 0.34 -0.22
H 16.977 25.713 20.205 -0.30 0.28 0.16
H 18.822 24.668 21.431 -0.56 -0.74 -0.48
H 17.598 20.835 19.889 0.06 -0.75 -0.04
H 15.669 21.871 18.712 -0.38 -0.26 -0.11
C 17.521 16.100 14.231 1.48 1.07 0.88
C 16.200 16.033 14.644 -0.11 0.63 -1.83
C 15.682 17.049 15.413 -0.80 -0.70 -0.33
C 16.538 17.949 15.967 0.47 0.72 0.99
C 17.868 18.003 15.700 2.39 -0.79 -0.76
C 18.399 17.106 14.784 -1.17 -1.70 -0.61
N 16.078 18.866 16.985 0.94 0.14 -0.70
O 14.898 18.974 17.065 -2.57 0.58 0.62
O 16.880 19.478 17.661 0.29 0.14 0.32
H 17.918 15.437 13.476 0.00 -0.10 0.23
H 15.465 15.452 14.087 0.39 -0.43 0.37
H 14.609 17.114 15.436 -0.14 0.16 0.75
H 18.586 18.652 16.197 -0.68 0.15 -0.01
H 19.467 17.062 14.553 -0.44 0.24 0.02